No. 1
72
Properties=species:S:1:pos:R:3:lowdin_charge:R:1 method="wB97M-V/def2-TZVPD" charge=-1 e_homo_ev="-2.7369 / -2.7449"
Ru 0.16 2.12 -0.09 1.200
O -3.79 1.30 0.61 0.011
C -2.56 1.41 0.64 -0.471
N -1.79 2.25 -0.12 -0.056
C -2.25 3.27 -0.91 -0.214
C -3.57 3.68 -1.04 -0.029
C -3.88 4.76 -1.85 -0.120
C -2.88 5.43 -2.55 -0.128
C -1.56 5.04 -2.43 -0.037
C -1.22 3.97 -1.61 -0.221
N 0.06 3.52 -1.36 -0.088
C 1.21 4.07 -1.90 -0.434
O 1.28 4.96 -2.76 0.033
C 2.38 3.43 -1.31 -0.163
C 3.68 3.74 -1.71 -0.011
C 4.75 3.08 -1.16 -0.068
C 4.49 2.07 -0.20 -0.059
C 3.19 1.81 0.15 -0.141
N 2.12 2.45 -0.36 -0.055
C -1.72 0.68 1.60 -0.196
C -2.25 0.00 2.69 -0.056
C -1.45 -0.39 3.75 -0.135
C -0.11 0.03 3.74 -0.108
C 0.43 0.64 2.65 -0.146
N -0.30 0.80 1.47 -0.269
H -4.34 3.16 -0.50 0.090
H -4.90 5.09 -1.93 0.087
H -3.14 6.27 -3.18 0.085
H -0.77 5.56 -2.96 0.087
H 3.80 4.51 -2.45 0.115
H 5.77 3.31 -1.44 0.098
H 5.29 1.52 0.26 0.099
H 2.97 1.03 0.87 0.076
H -3.32 -0.16 2.69 0.116
H -1.85 -0.94 4.58 0.072
H 0.52 -0.12 4.61 0.099
H 1.47 0.91 2.59 0.085
C 0.29 0.22 0.32 -0.281
Ge 0.06 -1.68 0.12 1.038
C 1.20 -2.41 1.61 -0.242
C 0.83 -3.38 2.52 -0.105
C 1.68 -3.77 3.53 -0.098
C 2.94 -3.20 3.65 -0.104
C 3.33 -2.23 2.75 -0.094
C 2.47 -1.85 1.74 -0.134
C -1.85 -2.22 0.13 -0.260
C -2.51 -2.83 1.19 -0.115
C -3.87 -3.07 1.12 -0.089
C -4.60 -2.68 0.01 -0.088
C -3.96 -2.04 -1.04 -0.078
C -2.60 -1.82 -0.97 -0.119
C 0.86 -2.38 -1.55 -0.257
C 0.22 -3.38 -2.26 -0.112
C 0.83 -3.99 -3.34 -0.096
C 2.10 -3.61 -3.73 -0.105
C 2.75 -2.59 -3.04 -0.095
C 2.13 -1.98 -1.96 -0.106
H -0.14 -3.86 2.43 0.079
H 1.37 -4.53 4.24 0.096
H 3.61 -3.52 4.44 0.094
H 4.31 -1.79 2.82 0.097
H 2.78 -1.10 1.02 0.067
H -1.96 -3.12 2.07 0.078
H -4.37 -3.56 1.95 0.099
H -5.66 -2.86 -0.03 0.097
H -4.52 -1.71 -1.89 0.103
H -2.09 -1.31 -1.78 0.109
H -0.77 -3.69 -1.96 0.090
H 0.31 -4.78 -3.88 0.097
H 2.59 -4.10 -4.56 0.095
H 3.74 -2.29 -3.34 0.098
H 2.62 -1.16 -1.45 0.089

=====

No. 2
74
Properties=species:S:1:pos:R:3:lowdin_charge:R:1 method="wB97M-V/def2-TZVPD" e_above_lowest_kcal_mol=3.9 e_homo_ev=-6.7877
La -0.02 -0.69 -0.04 1.748
C -0.71 4.03 0.80 -0.046
C -0.14 2.75 0.88 -0.134
N -0.86 1.65 0.92 -0.009
C -2.21 1.73 0.88 -0.199
C -2.88 2.98 0.76 -0.177
C -2.07 4.14 0.72 -0.006
C -4.28 3.03 0.62 -0.062
C -4.98 1.85 0.57 -0.078
C -4.35 0.61 0.72 -0.036
C -2.97 0.51 0.94 -0.261
N -2.29 -0.66 1.12 -0.076
C -2.87 -1.78 1.66 -0.232
C -3.99 -1.78 2.49 -0.035
C -4.55 -2.96 2.99 -0.081
C -4.00 -4.19 2.70 -0.061
C -2.82 -4.24 1.95 -0.158
C -2.15 -5.46 1.68 -0.005
C -0.97 -5.46 0.99 -0.048
C -0.45 -4.23 0.57 -0.133
N -1.04 -3.07 0.79 0.002
C -2.23 -3.05 1.45 -0.152
H -0.08 4.91 0.77 0.105
H 0.93 2.63 0.93 0.112
H -2.55 5.11 0.61 0.119
H -4.78 3.98 0.54 0.106
H -6.05 1.87 0.41 0.106
H -4.93 -0.29 0.65 0.112
H -4.44 -0.84 2.76 0.106
H -5.44 -2.90 3.61 0.105
H -4.45 -5.10 3.06 0.106
H -2.59 -6.38 2.04 0.118
H -0.44 -6.37 0.77 0.105
H 0.50 -4.19 0.04 0.111
S 2.24 3.14 -7.27 1.013
N 3.10 2.20 -6.28 -0.217
C 2.31 1.90 -5.27 -0.303
C 2.66 1.08 -4.14 -0.081
C 3.90 0.45 -4.03 0.014
C 4.16 -0.32 -2.92 -0.028
C 3.17 -0.42 -1.94 -0.116
N 1.99 0.16 -2.03 0.058
C 1.71 0.90 -3.12 -0.139
C 0.38 1.51 -3.22 -0.138
N -0.50 1.28 -2.23 0.068
C -1.72 1.77 -2.34 -0.103
C -2.15 2.54 -3.41 -0.015
C -1.26 2.81 -4.43 0.017
C 0.03 2.28 -4.34 -0.080
C 1.01 2.50 -5.36 -0.302
N 0.86 3.23 -6.45 -0.216
H 4.62 0.57 -4.83 0.121
H 5.11 -0.82 -2.79 0.111
H 3.35 -0.99 -1.03 0.094
H -2.42 1.52 -1.55 0.103
H -3.17 2.91 -3.43 0.114
H -1.53 3.39 -5.30 0.121
C 3.55 0.51 4.30 -0.061
C 3.92 -0.53 3.24 -0.650
C 4.06 -1.91 3.90 -0.062
C 5.25 -0.14 2.58 -0.064
C 2.85 -0.59 2.23 -0.208
C 1.95 -0.64 1.41 -0.260
H 4.32 0.56 5.07 0.081
H 2.60 0.25 4.77 0.084
H 3.45 1.50 3.85 0.081
H 4.85 -1.88 4.66 0.081
H 4.32 -2.67 3.16 0.082
H 3.13 -2.20 4.38 0.084
H 6.04 -0.10 3.33 0.081
H 5.18 0.83 2.10 0.082
H 5.53 -0.88 1.82 0.080
N -0.97 -2.12 -3.22 -0.076
C -0.69 -1.69 -2.18 -0.521

=====

No. 3
87
Properties=species:S:1:pos:R:3:lowdin_charge:R:1 method="wB97M-V/def2-TZVPD" e_above_lowest_kcal_mol=0.0 charge=+1 e_homo_ev=-10.8486
La 0.02 0.44 0.82 2.011
O -3.66 -1.25 0.84 0.092
C -2.95 -0.27 0.90 -0.608
O -2.00 0.00 1.75 -0.269
C -3.02 0.79 -0.22 -0.176
C -4.12 1.08 -1.01 0.031
C -3.95 2.02 -2.02 -0.012
C -2.70 2.59 -2.26 0.028
C -1.65 2.22 -1.45 -0.184
N -1.84 1.36 -0.45 -0.015
C -0.18 2.62 -1.64 -0.630
O 0.15 3.30 -2.59 0.041
O 0.60 2.11 -0.74 -0.338
H -5.06 0.60 -0.83 0.128
H -4.79 2.29 -2.65 0.117
H -2.53 3.30 -3.06 0.126
C 4.63 -1.14 0.81 -0.012
O 4.44 -0.59 -0.50 -0.008
C 3.19 -0.28 -0.84 -0.554
O 2.25 -0.33 -0.04 -0.099
N 3.12 0.08 -2.12 0.035
N 1.90 0.43 -2.72 0.084
H 5.70 -1.28 0.91 0.101
H 4.11 -2.10 0.89 0.102
H 4.25 -0.47 1.58 0.078
H 4.00 0.22 -2.60 0.166
H 1.88 0.03 -3.65 0.106
H 1.80 1.44 -2.76 0.076
S -1.28 -7.56 -0.17 1.047
N -1.35 -6.34 -1.22 -0.206
C -1.01 -5.25 -0.55 -0.303
C -0.94 -3.90 -1.10 -0.069
C -1.31 -3.62 -2.42 0.033
C -1.25 -2.32 -2.87 -0.010
C -0.82 -1.34 -1.99 -0.112
N -0.47 -1.59 -0.73 0.019
C -0.54 -2.86 -0.27 -0.121
C -0.19 -3.11 1.15 -0.127
N 0.22 -2.06 1.89 0.042
C 0.48 -2.28 3.18 -0.104
C 0.37 -3.52 3.79 -0.014
C -0.02 -4.59 3.03 0.025
C -0.30 -4.39 1.68 -0.072
C -0.70 -5.48 0.80 -0.300
N -0.82 -6.76 1.16 -0.206
H -1.64 -4.43 -3.06 0.128
H -1.53 -2.06 -3.88 0.118
H -0.73 -0.31 -2.32 0.102
H 0.82 -1.42 3.74 0.084
H 0.58 -3.62 4.85 0.116
H -0.12 -5.59 3.45 0.127
Cl -2.56 6.10 5.68 0.702
C -1.09 5.74 4.82 -0.656
C 0.09 6.38 5.18 -0.077
C 1.25 6.08 4.49 0.001
C 1.27 5.15 3.44 -0.170
C 2.60 4.82 2.80 -0.303
C 3.38 3.74 3.58 -0.031
N 2.60 2.51 3.68 -0.046
C 1.68 2.22 4.66 -0.033
C 0.95 1.18 4.18 -0.125
N 1.43 0.81 2.94 -0.106
C 2.42 1.64 2.68 -0.210
O 3.42 5.96 2.79 -0.096
C 4.10 6.16 1.54 -0.132
C 3.14 6.44 0.42 -0.317
C 2.77 5.54 -0.54 -0.948
Cl 3.37 3.93 -0.74 0.680
S 1.62 6.16 -1.64 1.040
C 1.63 7.67 -0.84 -0.394
C 2.46 7.68 0.23 -0.125
C 0.06 4.56 3.12 -0.521
Cl -0.06 3.45 1.76 0.807
C -1.12 4.83 3.78 -0.116
H 0.09 7.10 5.98 0.114
H 2.17 6.58 4.75 0.129
H 2.42 4.45 1.79 0.090
H 3.58 4.10 4.59 0.145
H 4.33 3.54 3.09 0.142
H 1.61 2.80 5.56 0.138
H 0.13 0.67 4.65 0.118
H 3.01 1.65 1.77 0.132
H 4.73 5.30 1.29 0.110
H 4.75 7.01 1.72 0.138
H 1.00 8.47 -1.21 0.073
H 2.60 8.54 0.87 0.121
H -2.04 4.35 3.49 0.112